1.
Entry from the OMol25 dataset: the molecule C4H5NO at a distorted geometry (the ωB97M-V functional and the def2-TZVPD basis).

Its SMILES is N#C[C@H]1C[C@H]1O. For the maximum force, the calculation gives 10.13 eV/A. For the energy relative to the best compared isomer or geometry (same formula, charge and spin), the calculation gives 399.8 kJ/mol.

Geometry as ORCA input:
```
! RIJCOSX wB97M-V def2-TZVPD def2/J DEFGRID3
* xyz 0 1
N 1.7635 -0.3711 2.4465
C 1.0712 -0.2771 1.3988
C 0.5827 -0.5141 0.0130
C -0.8309 -0.6563 -0.4178
C -0.3862 0.5701 -0.5962
O -0.9826 1.8213 -0.2450
H 1.4445 -0.9475 -0.6581
H -0.7748 -1.4486 -1.2413
H -1.4561 -1.0765 0.3532
H -0.0914 0.6416 -1.5683
H -0.3398 2.2581 0.5152
*
```


2.
Entry from the OMol25 dataset: an isolated ion of composition C3H3O2S and charge -1 at a distorted geometry (the ωB97M-V functional and the def2-TZVPD basis).

Its SMILES is CC(=O)C([O-])=S. For the maximum force, the calculation gives 3.11 eV/A. For the energy relative to the best compared isomer or geometry (same formula, charge and spin), the calculation gives 30.4 kJ/mol.

Geometry as ORCA input:
```
! RIJCOSX wB97M-V def2-TZVPD def2/J DEFGRID3
* xyz -1 1
C -0.3588 1.0596 0.3152
C 0.0140 -0.0846 -0.6500
O 0.3282 0.2952 -1.7629
C 0.1937 -1.4730 -0.0955
O -0.5549 -2.4132 -0.2900
S 1.7010 -1.6641 0.7111
H 0.1040 0.9488 1.2615
H -0.0508 2.1054 0.1167
H -1.3765 1.2257 0.3940
*
```


3.
Entry from the OMol25 dataset: a 3-piece molecular cluster, C16H32ClN2O11P2 overall at a distorted geometry (the ωB97M-V functional and the def2-TZVPD basis).

The calculation puts the electronic energy at -2708.925452 Ha. For the maximum force, the calculation gives 5.83 eV/A.

Geometry as ORCA input:
```
! RIJCOSX wB97M-V def2-TZVPD def2/J DEFGRID3
* xyz -1 1
C 2.3737 -1.9325 -3.0753
C 1.4029 -1.9750 -2.3696
C 0.1388 -2.2293 -1.6122
C 0.2995 -3.6280 -0.9647
C -1.0100 -4.3789 -0.6896
C -1.7545 -3.9945 0.5840
N -1.1680 -3.1675 1.5783
O -2.8673 -4.4258 0.7456
N 0.0597 -1.2199 -0.5378
C -0.3961 0.0955 -0.9822
C 0.0550 1.2158 -0.0337
C 1.2540 2.0684 -0.4733
Cl 2.4060 1.2447 -1.5586
C -1.0566 -2.1303 -2.6134
O -2.2019 -2.0822 -2.1202
O -0.7942 -2.1077 -3.8190
H 3.3639 -1.8909 -3.4564
H 1.0205 -4.2262 -1.5163
H 0.7713 -3.4496 0.0059
H -1.7046 -4.3768 -1.5230
H -0.7324 -5.4294 -0.5254
H -1.2269 -2.1894 1.3187
H -0.2153 -3.4330 1.7791
H 0.9497 -1.1309 -0.0641
H -0.1391 0.3359 -2.0198
H -1.4854 0.0746 -0.9445
H 0.1981 0.8378 0.9795
H -0.7875 1.9077 0.0410
H 0.9552 3.0180 -0.9094
H 1.8257 2.3300 0.4162
C -3.5746 -2.3541 8.7782
O -3.2020 -1.6911 7.5483
P -2.7194 -2.5680 6.2210
O -1.6290 -1.7497 5.6676
O -4.1242 -2.3145 5.4238
C -5.3669 -2.5860 6.0554
O -2.4942 -4.0649 5.6662
C -2.3969 -4.2238 4.2296
H -3.0489 -1.8736 9.6019
H -4.6484 -2.2490 8.9376
H -3.3181 -3.4136 8.7735
H -5.7865 -1.6612 6.4570
H -5.2699 -3.3184 6.8614
H -6.0487 -2.9854 5.3069
H -1.4640 -3.8185 3.8640
H -3.2333 -3.7633 3.7143
H -2.4193 -5.2945 4.0333
C 3.1517 3.9393 -3.0471
O 4.0915 5.0397 -3.2668
P 4.5121 5.5025 -4.7842
O 5.9467 5.8130 -4.6647
O 3.6031 6.8645 -4.7427
C 2.2324 6.7933 -4.3603
O 4.2608 5.2148 -6.3674
C 4.6880 6.2330 -7.2684
H 3.5784 3.2622 -2.3227
H 2.2181 4.3406 -2.6530
H 2.9468 3.3888 -3.9640
H 2.1307 7.0605 -3.3073
H 1.8096 5.7998 -4.5224
H 1.6733 7.5087 -4.9608
H 5.7754 6.2659 -7.3098
H 4.2915 7.2069 -6.9884
H 4.2996 5.9653 -8.2499
*
```


4.
Entry from the OMol25 dataset: a 6-piece molecular cluster, C33H32F5NO3P2S overall at a distorted geometry (the ωB97M-V functional and the def2-TZVPD basis).

Its SMILES is N=[PH2][C@H]1OC(=O)O[C@H]1[PH2]=S.Fc1ccccc1.Fc1ccccc1.Fc1ccccc1.Fc1ccccc1.Fc1ccccc1. For the maximum force, the calculation gives 9.88 eV/A. For the energy relative to the best compared isomer or geometry (same formula, charge and spin), the calculation gives 257.3 kJ/mol.

Geometry as ORCA input:
```
! RIJCOSX wB97M-V def2-TZVPD def2/J DEFGRID3
* xyz 0 1
N -4.6405 -2.2946 -1.4358
P -3.0881 -1.7339 -1.4467
C -3.0623 0.0718 -2.1764
O -3.9579 0.8680 -1.2984
C -3.0990 1.0365 -0.0798
O -3.6242 1.4594 1.0824
O -1.6649 0.7283 -0.3972
C -1.6706 0.9513 -1.8813
P -0.1556 0.3913 -2.9020
S 1.3985 1.4668 -2.3916
H -5.2450 -1.5154 -1.8362
H -2.5906 -1.7504 -0.0650
H -2.2749 -2.6533 -2.2520
H -3.1831 0.1470 -3.3379
H -1.8132 2.1358 -1.9058
H 0.0590 -1.0467 -2.7514
H -0.4923 0.5727 -4.3202
F -6.4794 -0.2222 -2.4998
C -7.7531 0.1563 -2.3293
C -8.0296 1.4346 -1.8571
C -9.3558 1.8309 -1.6843
C -10.3914 0.9396 -1.9755
C -10.1035 -0.3432 -2.4442
C -8.7777 -0.7352 -2.6275
H -7.2121 2.1104 -1.6283
H -9.5827 2.8309 -1.3231
H -11.4255 1.2476 -1.8363
H -10.9111 -1.0365 -2.6663
H -8.5361 -1.7254 -2.9994
F 3.7643 1.1258 3.1266
C 2.4986 1.5557 3.0384
C 2.1082 2.6844 3.7506
C 0.7917 3.1354 3.6550
C -0.1233 2.4454 2.8560
C 0.2769 1.3105 2.1490
C 1.5961 0.8664 2.2360
H 2.8307 3.2026 4.3726
H 0.4785 4.0214 4.2017
H -1.1511 2.7949 2.7853
H -0.4381 0.7728 1.5310
H 1.9265 -0.0086 1.6862
F 3.9621 -2.5235 6.2516
C 5.0608 -2.1082 5.6075
C 6.2685 -2.7631 5.8223
C 7.4117 -2.3343 5.1479
C 7.3365 -1.2472 4.2736
C 6.1207 -0.5932 4.0685
C 4.9755 -1.0294 4.7345
H 6.3095 -3.6003 6.5114
H 8.3591 -2.8445 5.3030
H 8.2293 -0.9102 3.7512
H 6.0654 0.2552 3.3907
H 4.0205 -0.5382 4.5800
F -2.3661 1.8073 -4.7854
C -2.8929 3.0386 -4.7553
C -4.1311 3.2676 -5.3454
C -4.6824 4.5484 -5.3098
C -3.9836 5.5892 -4.6933
C -2.7392 5.3504 -4.1083
C -2.1934 4.0673 -4.1343
H -4.6554 2.4487 -5.8270
H -5.6533 4.7361 -5.7615
H -4.4120 6.5890 -4.6697
H -2.1953 6.1630 -3.6326
H -1.2313 3.8620 -3.6766
F 10.7056 -4.8114 0.1401
C 9.5336 -4.9240 0.7791
C 8.8832 -6.1528 0.8042
C 7.6654 -6.2717 1.4739
C 7.1057 -5.1565 2.1023
C 7.7638 -3.9262 2.0672
C 8.9869 -3.8104 1.4071
H 9.3290 -7.0059 0.3034
H 7.1527 -7.2299 1.5059
H 6.1537 -5.2486 2.6207
H 7.3243 -3.0587 2.5536
H 9.5163 -2.8638 1.3776
*
```


Q: Which formula does entry 3 have?
A: C16H32ClN2O11P2


Q: Among the records above, which one has the highest maximum force?
A: C4H5NO


Q: maximum force of number 3 (C16H32ClN2O11P2)?
A: 5.83 eV/A


Repeat the second record exactly.
Entry from the OMol25 dataset: an isolated ion of composition C3H3O2S and charge -1 at a distorted geometry (the ωB97M-V functional and the def2-TZVPD basis).

Its SMILES is CC(=O)C([O-])=S. For the maximum force, the calculation gives 3.11 eV/A. For the energy relative to the best compared isomer or geometry (same formula, charge and spin), the calculation gives 30.4 kJ/mol.

Geometry as ORCA input:
```
! RIJCOSX wB97M-V def2-TZVPD def2/J DEFGRID3
* xyz -1 1
C -0.3588 1.0596 0.3152
C 0.0140 -0.0846 -0.6500
O 0.3282 0.2952 -1.7629
C 0.1937 -1.4730 -0.0955
O -0.5549 -2.4132 -0.2900
S 1.7010 -1.6641 0.7111
H 0.1040 0.9488 1.2615
H -0.0508 2.1054 0.1167
H -1.3765 1.2257 0.3940
*
```